# 1
Formula: C25H48P4SeTi
Source: OMol25
Level of theory: ωB97M-V with the def2-TZVPD basis set

Positions of all 79 atoms, in Å:
Ti (0.91553, -0.47866, -0.28305)
P (3.29623, -0.89460, 0.40656)
P (1.20970, 1.59878, -1.66369)
P (-0.85964, -2.08713, 0.64966)
H (-3.74719, 2.06779, 0.85166)
C (-3.78825, 1.10824, 0.31837)
C (-4.46043, 0.04670, 1.04912)
H (-4.64574, 0.16890, 2.11280)
C (4.40105, -1.12490, -1.03996)
C (4.39290, 0.06309, 1.50805)
C (3.32789, -2.55793, 1.17551)
C (-0.23377, 2.71363, -1.59623)
C (2.64067, 2.68399, -1.32113)
C (1.39487, 1.32648, -3.46089)
C (-2.32178, -2.28443, -0.42828)
C (-1.69483, -1.98700, 2.26475)
C (-0.15161, -3.77527, 0.65744)
H (-4.13928, 1.24408, -0.71959)
H (-4.91538, -0.78269, 0.51260)
H (5.40096, -1.39548, -0.67221)
H (4.47231, -0.19427, -1.61736)
H (4.02576, -1.91690, -1.70093)
H (5.33042, -0.49813, 1.62705)
H (3.94791, 0.21824, 2.49624)
H (4.62404, 1.03793, 1.06102)
H (4.35999, -2.77172, 1.48695)
H (2.99260, -3.32456, 0.46548)
H (2.67620, -2.58603, 2.05878)
H (0.10607, 3.75307, -1.70408)
H (-0.77894, 2.60893, -0.64949)
H (-0.91742, 2.46735, -2.41917)
H (3.01760, 3.07738, -2.27499)
H (3.44570, 2.11991, -0.83124)
H (2.34333, 3.52039, -0.67712)
H (1.97486, 2.15841, -3.88252)
H (0.41013, 1.28489, -3.93987)
H (1.91385, 0.38122, -3.65955)
H (-2.77508, -3.26335, -0.22048)
H (-2.03764, -2.23974, -1.48517)
H (-3.05271, -1.49275, -0.21326)
H (-2.33892, -2.86848, 2.39826)
H (-2.32261, -1.08813, 2.30501)
H (-0.96291, -1.96401, 3.07907)
H (-0.95224, -4.48242, 0.91527)
H (0.65449, -3.84787, 1.39898)
H (0.25652, -4.02516, -0.33110)
C (-0.22856, -1.83574, -3.37876)
C (-1.27337, -0.91526, -3.43871)
C (-2.20718, -0.99931, -4.48366)
C (-2.08278, -2.00047, -5.45213)
C (-1.02102, -2.91580, -5.38826)
C (-0.08608, -2.83034, -4.34921)
Se (1.20286, -1.82150, -1.89591)
H (-2.53802, 0.75514, 0.19469)
H (-1.37360, -0.14108, -2.66999)
H (-3.02681, -0.27970, -4.53202)
H (-2.81370, -2.06664, -6.25944)
H (-0.92108, -3.69291, -6.14761)
H (0.74984, -3.52636, -4.28083)
C (1.85168, 2.43301, 2.09540)
P (0.68941, 1.03028, 1.95067)
C (1.15381, 0.06640, 3.43094)
C (-0.86734, 1.87525, 2.50218)
C (-1.19625, 3.14294, 1.98607)
C (-2.35565, 3.80154, 2.40091)
C (-3.20696, 3.20852, 3.33834)
C (-2.88940, 1.94933, 3.85614)
C (-1.72374, 1.29417, 3.45122)
H (2.87703, 2.12636, 1.86208)
H (1.81135, 2.78888, 3.13414)
H (1.56505, 3.25201, 1.42839)
H (1.15110, 0.75032, 4.29110)
H (0.43924, -0.74300, 3.60846)
H (2.15319, -0.37247, 3.32254)
H (-0.53321, 3.63810, 1.27294)
H (-2.59046, 4.78805, 1.99356)
H (-4.11189, 3.72339, 3.66678)
H (-3.54829, 1.47205, 4.58509)
H (-1.48440, 0.32704, 3.89762)

Calculated values
HOMO (spin up / spin down) in eV: -15.17 / -16.92
Multiplicity: 2
Maximum force in Eh/bohr: 0.1019
Energy in Ha: -5596.6824
LUMO (spin up / spin down) in eV: -10.9 / -10.9
HOMO-LUMO gap (spin up / spin down) in eV: 4.27 / 6.02
Net charge: +3
Relative energy (zero: lowest compared OMol25 entry of this formula, charge and spin) in kJ/mol: 44.4

---

# 2
Formula: C18H60BN10O4P3Si
Source: OMol25
Level of theory: ωB97M-V with the def2-TZVPD basis set

Positions of all 97 atoms, in Å:
C (-2.34765, -3.31520, -1.26091)
N (-2.09556, -2.24522, -0.31736)
C (-3.05058, -2.19841, 0.78281)
P (-1.25589, -0.78501, -0.63648)
O (-0.64225, -0.50664, 0.68841)
N (0.14403, -1.05033, -1.56977)
C (0.31287, -2.15194, -2.49277)
C (1.41784, -0.67980, -0.96920)
N (-2.15391, -0.34591, -2.04617)
C (-1.61579, 0.85019, -2.74299)
C (-3.57960, -0.05306, -1.76843)
H (-2.97775, -3.02527, -2.11426)
H (-2.85348, -4.13893, -0.75537)
H (-1.42450, -3.74018, -1.64551)
H (-3.99480, -1.70290, 0.51613)
H (-2.62548, -1.66170, 1.63112)
H (-3.28689, -3.20450, 1.13171)
H (0.59087, -3.08266, -1.98008)
H (1.10636, -1.92244, -3.21031)
H (-0.58274, -2.31932, -3.08880)
H (1.76646, -1.43191, -0.25020)
H (1.34835, 0.27554, -0.45733)
H (2.18021, -0.56624, -1.74347)
H (-1.61354, 1.73646, -2.10110)
H (-2.22813, 1.05918, -3.62142)
H (-0.60329, 0.67818, -3.09554)
H (-3.70950, 0.69320, -0.97929)
H (-4.11550, -0.95703, -1.48294)
H (-4.06281, 0.31718, -2.67176)
C (-0.28873, -2.94169, -8.20251)
N (-0.07849, -1.89362, -7.22456)
C (-1.04148, -1.90590, -6.13225)
P (0.71704, -0.40063, -7.48168)
O (1.30788, -0.14260, -6.14348)
N (2.14103, -0.59813, -8.40502)
C (2.35562, -1.66368, -9.36249)
C (3.39955, -0.21860, -7.77486)
N (-0.17413, 0.06537, -8.88354)
C (0.33530, 1.30318, -9.52483)
C (-1.61148, 0.30575, -8.61382)
H (-0.91902, -2.64529, -9.05293)
H (-0.77385, -3.79491, -7.72696)
H (0.65044, -3.32723, -8.58978)
H (-1.99514, -1.42423, -6.39284)
H (-0.63607, -1.38181, -5.26643)
H (-1.25929, -2.92398, -5.80613)
H (2.64944, -2.60166, -8.87411)
H (3.15679, -1.38758, -10.05468)
H (1.47464, -1.83630, -9.97904)
H (3.76787, -0.98346, -7.08110)
H (3.29807, 0.71543, -7.22989)
H (4.15904, -0.05712, -8.54429)
H (0.30269, 2.16299, -8.84870)
H (-0.27091, 1.52914, -10.40256)
H (1.35685, 1.17496, -9.86823)
H (-1.77263, 1.01652, -7.79795)
H (-2.12365, -0.62388, -8.37096)
H (-2.09413, 0.69687, -9.50826)
C (0.97956, 2.37467, 10.15048)
N (0.87769, 2.94271, 8.82152)
C (1.44459, 4.28172, 8.71234)
P (-0.26840, 2.52202, 7.62213)
O (0.50845, 2.74763, 6.37606)
N (-0.49269, 0.83084, 7.53117)
C (-0.28966, -0.08532, 8.63445)
C (-0.15993, 0.19089, 6.26542)
N (-1.67083, 2.69387, 8.61309)
C (-2.92365, 2.26067, 7.94585)
C (-1.90688, 4.08628, 9.06286)
H (0.10215, 2.55642, 10.78736)
H (1.84198, 2.79914, 10.66574)
H (1.16471, 1.30445, 10.11920)
H (0.76684, 5.06915, 9.07042)
H (1.69054, 4.50593, 7.67435)
H (2.37307, 4.35470, 9.27974)
H (0.77163, -0.32384, 8.78004)
H (-0.81495, -1.02530, 8.43994)
H (-0.70538, 0.30261, 9.56337)
H (0.91997, 0.04366, 6.15291)
H (-0.51804, 0.77885, 5.42461)
H (-0.65025, -0.78345, 6.19343)
H (-3.12699, 2.83316, 7.03571)
H (-3.76066, 2.39199, 8.63240)
H (-2.88613, 1.20716, 7.68760)
H (-1.92962, 4.79783, 8.23248)
H (-1.14222, 4.40267, 9.77037)
H (-2.85722, 4.14688, 9.59134)
N (3.29065, 0.37100, 4.63194)
B (3.44706, -0.19867, 3.32665)
O (2.48819, 0.08107, 2.34557)
Si (4.98829, -1.38432, 2.76568)
H (2.37879, 0.82537, 4.68386)
H (3.99883, 1.07167, 4.83451)
H (1.93539, -0.70972, 2.24326)
H (5.88060, -0.58006, 1.89381)
H (5.73681, -1.95205, 3.90967)
H (4.43710, -2.47552, 1.92384)

Calculated values
HOMO in eV: -8.25
Maximum force in Eh/bohr: 0.1139
SMILES string: CN(C)P(=O)(N(C)C)N(C)C.CN(C)P(=O)(N(C)C)N(C)C.CN(C)P(=O)(N(C)C)N(C)C.NB(O)[SiH3]
Energy in Ha: -2908.7571
LUMO in eV: 0.5
HOMO-LUMO gap in eV: 8.80

---

# 3
Formula: C57H121N7O13
Source: OMol25
Level of theory: ωB97M-V with the def2-TZVPD basis set

Positions of all 198 atoms, in Å:
C (14.97606, 22.67572, 17.88208)
C (15.07103, 23.95744, 16.99957)
C (13.98334, 23.97545, 15.94916)
C (14.84234, 25.10303, 18.07099)
C (15.36903, 26.40820, 17.59127)
C (16.84954, 26.31257, 17.07728)
C (17.14173, 25.25855, 16.04590)
C (16.63647, 25.85310, 14.64709)
C (18.63655, 24.94741, 15.83912)
N (16.48381, 23.96826, 16.49641)
O (16.75484, 22.97287, 15.61874)
H (14.99043, 21.76039, 17.29042)
H (15.69170, 22.66309, 18.70415)
H (14.00585, 22.55039, 18.36279)
H (13.04820, 23.77311, 16.47134)
H (14.01635, 24.94720, 15.45651)
H (14.12192, 23.24847, 15.14892)
H (13.75688, 25.11718, 18.16938)
H (15.20531, 24.75980, 19.03978)
H (14.67036, 26.90545, 16.91844)
H (15.32067, 27.05906, 18.46428)
H (17.33480, 26.08203, 18.02568)
H (17.13214, 27.29994, 16.71211)
H (15.71908, 26.43351, 14.74512)
H (16.31698, 25.03897, 13.99653)
H (17.31661, 26.46796, 14.05763)
H (19.18958, 24.73186, 16.75334)
H (19.06983, 25.84829, 15.40465)
H (18.84121, 24.09854, 15.18671)
H (17.23250, 22.36052, 16.18308)
C (18.01020, 14.29256, 18.68345)
C (16.99712, 13.37502, 18.02709)
C (15.82268, 14.25822, 17.41559)
C (17.74654, 12.80146, 16.81819)
C (17.04636, 11.46489, 16.31070)
C (16.79644, 10.42611, 17.45857)
C (15.98332, 11.05763, 18.64026)
C (14.48409, 11.18950, 18.26090)
C (16.13292, 10.03706, 19.79389)
N (16.55945, 12.33253, 19.02822)
O (16.03214, 12.82568, 20.22232)
H (18.74253, 13.71408, 19.24662)
H (18.39860, 15.07431, 18.03068)
H (17.53504, 14.89203, 19.45995)
H (16.25013, 15.24743, 17.25174)
H (15.48043, 13.82943, 16.47373)
H (15.02405, 14.47205, 18.12592)
H (17.73304, 13.52020, 15.99885)
H (18.80867, 12.66359, 17.02063)
H (16.11637, 11.82323, 15.86932)
H (17.63816, 10.96086, 15.54662)
H (17.80266, 10.16040, 17.78263)
H (16.31212, 9.61784, 16.91062)
H (14.09135, 10.27910, 17.80810)
H (14.30138, 11.96738, 17.51955)
H (13.87256, 11.41165, 19.13543)
H (15.54880, 10.30326, 20.67482)
H (17.15905, 9.89876, 20.13453)
H (15.68167, 9.09998, 19.46777)
H (15.14763, 13.07380, 19.94358)
C (21.57672, 19.00543, 20.29122)
C (21.02665, 17.60804, 20.72449)
C (20.15875, 17.03481, 19.56701)
C (22.34135, 16.80138, 20.98544)
C (22.12665, 15.52549, 21.88671)
C (21.24822, 15.87366, 23.12953)
C (19.95298, 16.69077, 22.78067)
C (18.98859, 15.63441, 22.15503)
C (19.50818, 17.25582, 24.19002)
N (20.26897, 17.86608, 21.94207)
O (19.06254, 18.60349, 21.75999)
H (20.82011, 19.69418, 19.91538)
H (22.16385, 19.60329, 20.98831)
H (22.23216, 18.82979, 19.43820)
H (20.43772, 17.45038, 18.59872)
H (20.34750, 15.96610, 19.46540)
H (19.07776, 17.17450, 19.57469)
H (22.62503, 16.50383, 19.97594)
H (23.15748, 17.42572, 21.34909)
H (21.73472, 14.64646, 21.37505)
H (23.14487, 15.21203, 22.11709)
H (21.85993, 16.37982, 23.87634)
H (21.01935, 14.94424, 23.65095)
H (18.07686, 16.08166, 21.75903)
H (18.70398, 14.87944, 22.88792)
H (19.40578, 15.02183, 21.35578)
H (18.65416, 17.93291, 24.20701)
H (20.35421, 17.81204, 24.59369)
H (19.39390, 16.45359, 24.91905)
H (19.43966, 19.48320, 21.83411)
C (19.79038, 14.73985, 11.46713)
C (20.24505, 14.88543, 12.98702)
C (18.99032, 15.03198, 13.82003)
C (20.86549, 13.50445, 13.34325)
C (21.62085, 13.46529, 14.63813)
C (22.71937, 14.58399, 14.64212)
C (22.10774, 16.03345, 14.36806)
C (21.48016, 16.64067, 15.72169)
C (23.29955, 16.96470, 14.01938)
N (21.21681, 15.98877, 13.17729)
O (20.86299, 17.25575, 12.69893)
H (20.62027, 14.58267, 10.77816)
H (19.13429, 13.87679, 11.35414)
H (19.37769, 15.68920, 11.12580)
H (18.30292, 14.21603, 13.59685)
H (19.09506, 15.13894, 14.89971)
H (18.43655, 15.94071, 13.58415)
H (20.10746, 12.72317, 13.39873)
H (21.63579, 13.21818, 12.62715)
H (21.00193, 13.62282, 15.52143)
H (22.11493, 12.50647, 14.79515)
H (23.37234, 14.44391, 13.78065)
H (23.21767, 14.60197, 15.61138)
H (22.16325, 16.75886, 16.56283)
H (20.59268, 16.06720, 15.98931)
H (21.10028, 17.65150, 15.57332)
H (23.79028, 16.50532, 13.16133)
H (24.11244, 17.02478, 14.74305)
H (22.98735, 17.96315, 13.71321)
H (21.24168, 17.35964, 11.82292)
C (9.66275, 17.60550, 15.76373)
C (10.04935, 18.62586, 16.82979)
C (8.99790, 18.51870, 17.94127)
C (11.41749, 18.30108, 17.50231)
C (12.59922, 18.63817, 16.57987)
C (12.47367, 20.10432, 16.10935)
C (11.16637, 20.47481, 15.41137)
C (11.07279, 22.03924, 15.32378)
C (11.19555, 19.84602, 13.98884)
N (10.02445, 19.98958, 16.24593)
O (8.77542, 20.28689, 15.75879)
H (8.67050, 17.75142, 15.33682)
H (10.43801, 17.59752, 14.99757)
H (9.50975, 16.59946, 16.15436)
H (9.23513, 19.28340, 18.68090)
H (8.03748, 18.84449, 17.54182)
H (8.94324, 17.53367, 18.40477)
H (11.54812, 18.76283, 18.48100)
H (11.47312, 17.22551, 17.67009)
H (13.50232, 18.29924, 17.08746)
H (12.62187, 17.92827, 15.75305)
H (13.36104, 20.16369, 15.47915)
H (12.76434, 20.87834, 16.81963)
H (11.92202, 22.42373, 14.75892)
H (11.01972, 22.55066, 16.28489)
H (10.20780, 22.38988, 14.76080)
H (11.83017, 20.42844, 13.32090)
H (10.15698, 19.78355, 13.66392)
H (11.66962, 18.86505, 13.95619)
H (8.34893, 20.77521, 16.46679)
C (15.35359, 16.34779, 23.46378)
O (15.50897, 17.48539, 22.56683)
C (15.49953, 18.81415, 23.04899)
O (15.45199, 19.18137, 24.20591)
O (15.45854, 19.58386, 22.02799)
C (15.87191, 20.97357, 21.95558)
H (14.31571, 16.17808, 23.75032)
H (15.99950, 16.40915, 24.33963)
H (15.77417, 15.44123, 23.02861)
H (16.05906, 21.36610, 20.95608)
H (16.76519, 21.06996, 22.57273)
H (15.10258, 21.54946, 22.46995)
C (11.36556, 12.80198, 21.89961)
O (11.85627, 14.10645, 21.87204)
C (12.62389, 14.64348, 20.89073)
O (13.12587, 14.04298, 19.93728)
O (12.58258, 15.99865, 20.99169)
C (13.52423, 16.81809, 20.21897)
H (10.56822, 12.81554, 21.15653)
H (10.94505, 12.36101, 22.80339)
H (12.04221, 11.98335, 21.65447)
H (13.23111, 17.83195, 19.94645)
H (13.66218, 16.37983, 19.23054)
H (14.48265, 16.93284, 20.72530)
C (17.01739, 18.51906, 9.11746)
N (17.35265, 18.93569, 10.46355)
C (18.59923, 19.20228, 10.88430)
C (18.71361, 19.56276, 12.38750)
O (19.57633, 19.11928, 10.14371)
H (16.04438, 18.90265, 8.81049)
H (16.98984, 17.43245, 9.19869)
H (17.66627, 18.84945, 8.30635)
H (16.64011, 19.12454, 11.15401)
H (18.74119, 18.62172, 12.93684)
H (17.94532, 20.27564, 12.68691)
H (19.66198, 20.05992, 12.59125)
C (16.36747, 17.98948, 18.59916)
N (16.89843, 19.23075, 17.96203)
C (17.57265, 19.33896, 16.77689)
C (18.11293, 18.03352, 16.16685)
O (17.80600, 20.44651, 16.27287)
H (17.17014, 17.39899, 19.04090)
H (15.85240, 17.53005, 17.75552)
H (15.56938, 18.15445, 19.32298)
H (16.60533, 20.11594, 18.35014)
H (19.03876, 17.81962, 16.70088)
H (18.35754, 18.04130, 15.10468)
H (17.46058, 17.19107, 16.39664)

Calculated values
HOMO in eV: -7.93
Maximum force in Eh/bohr: 0.0779
SMILES string: CC1(C)CCCC(C)(C)N1O.CC1(C)CCCC(C)(C)N1O.CC1(C)CCCC(C)(C)N1O.CC1(C)CCCC(C)(C)N1O.CC1(C)CCCC(C)(C)N1O.COC(=O)OC.COC(=O)OC.CNC(C)=O.CNC(C)=O
Energy in Ha: -3605.5098
LUMO in eV: 0.3
HOMO-LUMO gap in eV: 8.24